{
  "formula": "C35H28Cl2N9O5S2V",
  "method": "the ωB97M-V functional and the def2-TZVPD basis",
  "homo_lumo_gap_ev": [7.38, 8.14],
  "e_lumo_ev": [-0.5, -0.1],
  "spin_multiplicity": 3,
  "relative_energy_kj_mol": 317.42,
  "elements": ["V", "C", "C", "C", "C", "C", "C", "C", "S", "O", "O", "N", "C", "C", "O", "O", "H", "H", "H", "H", "H", "H", "H", "H", "H", "Cl", "C", "C", "C", "C", "C", "Cl", "C", "S", "H", "H", "H", "C", "N", "C", "N", "C", "N", "C", "C", "C", "C", "C", "C", "C", "N", "N", "C", "O", "C", "C", "C", "C", "C", "C", "N", "C", "N", "C", "N", "C", "H", "H", "H", "H", "H", "H", "H", "H", "H", "H", "H", "H", "H", "H", "H", "H"],
  "positions_angstrom": [[0.377, 0.294, 0.572], [3.968, 5.298, 4.232], [2.957, 4.207, 4.027], [2.354, 3.574, 5.109], [1.463, 2.530, 4.914], [1.171, 2.122, 3.625], [1.723, 2.770, 2.530], [2.616, 3.804, 2.737], [0.003, 0.793, 3.404], [-1.148, 1.370, 2.753], [-0.181, 0.139, 4.667], [0.613, -0.208, 2.294], [1.781, -1.022, 2.508], [2.729, -0.546, 1.372], [3.918, -0.436, 1.501], [2.022, -0.238, 0.311], [4.217, 5.405, 5.286], [3.586, 6.253, 3.869], [4.880, 5.074, 3.680], [2.591, 3.895, 6.115], [0.989, 2.022, 5.743], [1.442, 2.476, 1.522], [3.062, 4.305, 1.887], [1.562, -2.081, 2.343], [2.228, -0.882, 3.493], [0.401, 0.434, -1.905], [-1.238, 0.063, -2.329], [-1.626, -0.119, -3.646], [-2.969, -0.324, -3.927], [-3.922, -0.309, -2.912], [-3.512, -0.134, -1.601], [-4.549, -0.053, -0.226], [-2.162, 0.013, -1.285], [-1.778, 0.193, 0.382], [-0.894, -0.093, -4.442], [-3.286, -0.482, -4.948], [-4.966, -0.439, -3.155], [-4.078, 4.032, -2.145], [-3.006, 3.697, -1.208], [-1.822, 3.124, -1.472], [-1.085, 3.052, -0.382], [-1.882, 3.630, 0.558], [-3.049, 4.028, 0.096], [-5.472, 3.598, -1.725], [-6.287, 4.473, -1.019], [-7.575, 4.103, -0.664], [-8.052, 2.841, -0.970], [-7.246, 1.945, -1.670], [-5.964, 2.341, -2.066], [-7.727, 0.570, -1.825], [-8.895, 0.104, -1.503], [-8.806, -1.255, -1.509], [-7.585, -1.559, -1.834], [-6.876, -0.443, -2.115], [-6.953, -2.874, -1.728], [-7.770, -3.976, -1.475], [-7.200, -5.218, -1.269], [-5.820, -5.372, -1.288], [-4.991, -4.286, -1.537], [-3.490, -4.501, -1.642], [-2.636, -3.737, -0.738], [-1.455, -3.153, -1.024], [-0.889, -2.695, 0.072], [-1.781, -3.039, 1.039], [-2.845, -3.671, 0.588], [-5.566, -3.040, -1.765], [-3.821, 3.562, -3.095], [-4.073, 5.117, -2.274], [-1.533, 2.794, -2.455], [-1.600, 3.724, 1.591], [-5.910, 5.451, -0.748], [-8.209, 4.801, -0.135], [-9.034, 2.517, -0.656], [-5.346, 1.659, -2.631], [-8.840, -3.830, -1.433], [-7.836, -6.073, -1.085], [-5.391, -6.350, -1.116], [-3.168, -4.250, -2.655], [-3.286, -5.561, -1.470], [-1.044, -3.090, -2.018], [-1.642, -2.806, 2.080], [-4.925, -2.196, -1.947]],
  "atomic_forces_ev_per_a": [[-2.158, 1.919, -1.455], [-0.057, -0.005, -0.028], [-0.005, -0.031, 0.056], [0.014, 0.027, -0.076], [0.006, -0.103, 0.018], [-0.116, -0.392, 0.079], [-0.029, -0.002, 0.037], [-0.037, -0.053, -0.074], [-0.400, 0.191, 0.760], [0.195, 0.253, 0.001], [0.275, -0.002, -0.011], [-0.223, -0.100, 1.909], [0.847, -0.013, -0.150], [1.172, -0.716, 1.865], [-0.301, -0.037, -0.351], [2.932, -0.684, -1.429], [0.027, 0.036, 0.012], [0.016, 0.032, 0.005], [0.039, 0.037, 0.016], [0.023, -0.006, 0.029], [0.066, -0.007, 0.048], [0.106, 0.125, 0.004], [0.018, 0.000, -0.031], [-0.047, 0.063, 0.131], [0.057, -0.060, -0.089], [0.298, -0.147, -0.843], [-0.846, -0.053, 0.054], [0.234, 0.048, -0.054], [-0.019, 0.020, 0.070], [0.070, -0.001, -0.087], [0.139, 0.021, -0.035], [-0.848, -0.183, -0.418], [0.389, 0.018, 0.110], [-1.918, -0.186, -0.037], [0.025, 0.004, 0.007], [0.017, 0.021, -0.025], [0.086, 0.027, 0.025], [-0.227, 0.075, 0.153], [0.162, -0.338, 0.008], [0.115, 0.103, 0.025], [0.176, 0.333, -0.084], [-0.216, -0.078, -0.418], [-0.183, 0.229, 0.272], [0.166, -0.126, -0.031], [-0.005, -0.011, -0.058], [-0.026, 0.030, -0.002], [0.029, -0.093, -0.086], [0.321, 0.170, -0.044], [-0.209, 0.016, 0.059], [-0.609, -0.381, 0.132], [0.218, 0.776, -0.068], [0.352, -0.718, -0.047], [-0.738, 0.315, 0.159], [0.555, 0.033, 0.162], [0.353, -0.178, -0.053], [0.025, 0.088, -0.082], [-0.053, 0.016, 0.001], [0.043, 0.012, -0.040], [0.128, 0.084, 0.070], [-0.198, -0.192, 0.052], [0.144, 0.390, -0.180], [-0.006, -0.040, 0.119], [0.166, -0.284, -0.087], [-0.143, -0.138, -0.424], [-0.179, -0.161, 0.332], [-0.235, -0.033, 0.045], [0.091, 0.049, 0.024], [0.022, -0.067, -0.078], [-0.053, -0.030, -0.077], [-0.054, -0.007, 0.082], [0.017, 0.024, 0.018], [0.005, -0.006, 0.058], [-0.043, 0.042, 0.011], [0.044, 0.021, 0.020], [-0.036, -0.049, -0.002], [0.005, -0.011, 0.035], [0.039, -0.010, 0.030], [0.101, -0.020, 0.066], [-0.001, 0.049, -0.084], [-0.069, -0.011, -0.080], [-0.061, 0.028, 0.050], [0.017, 0.040, 0.002]],
  "mulliken_spin": [1.9565, 0.0001, 0.0019, -0.0005, -0.0048, -0.0259, 0.0763, 0.0275, -0.0254, 0.0129, 0.0083, -0.0244, 0.0419, 0.0151, -0.0010, 0.0032, 0.0001, 0.0000, 0.0000, 0.0000, -0.0001, -0.0067, 0.0004, -0.0025, 0.0016, 0.0025, 0.0133, 0.0008, -0.0003, -0.0009, -0.0106, -0.0018, 0.0384, -0.1234, 0.0002, 0.0004, 0.0002, 0.0003, -0.0003, 0.0055, -0.0021, 0.0042, -0.0001, 0.0005, 0.0001, 0.0000, 0.0000, -0.0003, -0.0001, 0.0001, 0.0000, 0.0000, 0.0002, -0.0003, 0.0002, 0.0000, 0.0000, 0.0000, 0.0006, 0.0004, 0.0010, 0.0052, 0.0080, 0.0045, 0.0008, 0.0008, 0.0001, -0.0001, 0.0001, -0.0019, 0.0000, 0.0000, 0.0000, 0.0002, 0.0000, 0.0000, 0.0000, 0.0000, -0.0001, 0.0010, -0.0009, -0.0008]
}

=====

{
  "formula": "C24H30N2O3",
  "method": "the ωB97M-V functional and the def2-TZVPD basis",
  "homo_lumo_gap_ev": 8.42,
  "e_lumo_ev": 0.7,
  "spin_multiplicity": 1,
  "smiles": "CCOc1ccc(NC(=O)[C@H](Cc2ccccc2)NC(=O)C2CCCCC2)cc1",
  "relative_energy_kj_mol": 78.54,
  "elements": ["C", "C", "O", "C", "C", "C", "C", "C", "C", "H", "H", "N", "C", "O", "C", "N", "C", "O", "C", "C", "C", "C", "C", "C", "H", "H", "H", "H", "H", "H", "H", "H", "H", "H", "H", "H", "C", "C", "C", "C", "C", "C", "C", "H", "H", "H", "H", "H", "H", "H", "H", "H", "H", "H", "H", "H", "H", "H", "H"],
  "positions_angstrom": [[-9.226, -0.076, -0.194], [-7.855, 0.577, -0.284], [-6.903, -0.359, 0.179], [-5.588, -0.005, 0.202], [-4.706, -0.979, 0.675], [-3.355, -0.726, 0.741], [-2.845, 0.508, 0.334], [-3.720, 1.477, -0.137], [-5.080, 1.223, -0.203], [-5.730, 1.999, -0.575], [-3.337, 2.433, -0.454], [-1.463, 0.701, 0.432], [-0.726, 1.760, 0.038], [-1.136, 2.786, -0.462], [0.779, 1.508, 0.295], [1.260, 0.438, -0.562], [1.228, -0.858, -0.196], [0.600, -1.220, 0.787], [1.991, -1.791, -1.124], [1.838, -3.253, -0.694], [2.563, -3.536, 0.620], [4.033, -3.144, 0.532], [4.162, -1.673, 0.150], [3.479, -1.419, -1.190], [3.611, -0.373, -1.476], [3.955, -2.035, -1.957], [5.214, -1.387, 0.084], [3.696, -1.051, 0.918], [4.523, -3.324, 1.491], [4.534, -3.758, -0.221], [2.082, -2.970, 1.417], [2.473, -4.598, 0.860], [0.778, -3.485, -0.580], [2.245, -3.892, -1.482], [1.550, -1.667, -2.122], [1.735, 0.715, -1.406], [1.604, 2.775, 0.059], [3.072, 2.468, 0.158], [3.647, 2.176, 1.389], [4.982, 1.828, 1.480], [5.764, 1.767, 0.338], [5.204, 2.065, -0.892], [3.866, 2.409, -0.980], [3.438, 2.647, -1.944], [5.809, 2.025, -1.786], [6.806, 1.494, 0.409], [5.414, 1.601, 2.443], [3.042, 2.224, 2.284], [1.312, 3.516, 0.805], [1.354, 3.177, -0.924], [0.893, 1.162, 1.330], [-0.943, -0.097, 0.801], [-2.678, -1.485, 1.107], [-5.109, -1.929, 0.987], [-7.636, 0.856, -1.324], [-7.826, 1.484, 0.336], [-9.988, 0.614, -0.544], [-9.437, -0.352, 0.835], [-9.248, -0.975, -0.805]],
  "atomic_forces_ev_per_a": [[0.450, 0.089, 0.018], [-0.287, 0.163, -0.096], [0.001, -0.178, 0.068], [0.239, 0.024, 0.015], [-0.195, 0.121, -0.063], [-0.026, 0.140, -0.061], [-0.388, 0.185, -0.144], [0.262, 0.027, 0.021], [-0.405, -0.222, 0.036], [-0.082, 0.046, -0.027], [0.020, 0.022, -0.007], [0.018, -0.374, 0.240], [0.530, -0.237, 0.260], [-0.129, 0.256, -0.131], [-0.182, 0.194, 0.004], [-0.048, 0.384, -0.021], [0.112, 0.030, -0.607], [-0.119, -0.229, 0.414], [0.034, -0.336, -0.091], [-0.205, 0.173, 0.208], [0.131, -0.170, -0.106], [-0.131, 0.139, 0.208], [0.157, -0.183, -0.213], [-0.023, 0.184, 0.122], [0.030, -0.039, -0.078], [-0.001, 0.014, -0.065], [-0.025, 0.079, 0.053], [0.033, 0.091, 0.092], [0.064, -0.061, -0.019], [0.086, -0.051, -0.018], [-0.005, -0.067, 0.040], [-0.039, -0.007, 0.049], [0.008, -0.059, -0.079], [-0.018, -0.001, -0.056], [0.003, 0.035, 0.083], [0.082, -0.156, 0.038], [-0.115, -0.219, 0.064], [-0.013, 0.099, -0.034], [0.013, 0.018, -0.033], [0.017, -0.021, 0.091], [0.109, -0.017, -0.036], [0.097, -0.040, -0.056], [-0.039, 0.073, 0.050], [-0.062, 0.039, -0.087], [0.053, 0.000, -0.068], [0.090, -0.018, 0.008], [0.036, -0.016, 0.084], [-0.077, 0.001, 0.116], [-0.043, 0.028, -0.095], [-0.014, 0.064, 0.052], [0.019, 0.057, -0.158], [0.068, 0.254, -0.097], [0.067, -0.108, 0.048], [-0.036, -0.121, 0.041], [0.033, 0.016, 0.135], [0.060, -0.073, -0.101], [-0.097, 0.055, -0.032], [-0.068, -0.018, 0.090], [-0.049, -0.077, -0.068]],
  "nbo_charge": [-0.6168, -0.0613, -0.5022, 0.2943, -0.2457, -0.2114, 0.1048, -0.1716, -0.3118, 0.2179, 0.2427, -0.6169, 0.6797, -0.6195, -0.1356, -0.6128, 0.7110, -0.6693, -0.3080, -0.3929, -0.4070, -0.3959, -0.4043, -0.3924, 0.2089, 0.2048, 0.2121, 0.2007, 0.2075, 0.1885, 0.2216, 0.2060, 0.2215, 0.2007, 0.2263, 0.4062, -0.4407, 0.0821, -0.2479, -0.1960, -0.2252, -0.1935, -0.2690, 0.2095, 0.2140, 0.2155, 0.2158, 0.2119, 0.2358, 0.2278, 0.2265, 0.4366, 0.2152, 0.2235, 0.1699, 0.1701, 0.2115, 0.2134, 0.2133]
}